# C44H41N10ORuSSi

A molecular structure, C44H41N10ORuSSi (ωB97M-V/def2-TZVPD, OMol25).

```
99
C44H41N10ORuSSi | OMol25 | ωB97M-V/def2-TZVPD
Ru -0.205 -0.020 -0.168
C 1.021 2.314 2.058
N 0.402 0.995 2.180
C 1.062 0.045 3.072
C 1.430 -1.214 2.349
N 1.078 -1.510 1.123
C 1.623 -2.763 0.845
C 1.548 -3.561 -0.294
C 2.219 -4.768 -0.268
C 2.940 -5.184 0.858
C 3.006 -4.413 2.002
C 2.334 -3.199 1.970
N 2.186 -2.185 2.905
C 1.339 2.663 0.638
N 1.021 1.956 -0.419
C 1.496 2.658 -1.527
C 1.407 2.391 -2.891
C 2.003 3.289 -3.754
C 2.662 4.432 -3.286
C 2.736 4.724 -1.939
C 2.138 3.818 -1.074
N 2.017 3.783 0.307
H 0.364 3.088 2.462
H 1.951 2.353 2.630
H -0.571 1.102 2.433
H 1.975 0.477 3.488
H 0.418 -0.211 3.916
H 0.968 -3.248 -1.152
H 2.185 -5.413 -1.136
H 3.448 -6.139 0.832
H 3.545 -4.741 2.881
H 2.572 -2.182 3.835
H 0.869 1.526 -3.253
H 1.953 3.113 -4.821
H 3.112 5.107 -4.001
H 3.223 5.620 -1.578
H 2.352 4.485 0.946
C -1.391 -5.990 -12.787
O -0.180 -5.596 -12.159
C -0.231 -5.033 -10.950
C -1.408 -4.794 -10.234
C -1.347 -4.206 -8.989
C -0.125 -3.839 -8.419
C 1.047 -4.082 -9.145
C 0.998 -4.667 -10.386
C -0.122 -3.224 -7.105
N -1.209 -2.968 -6.395
C -0.777 -2.399 -5.243
C 0.607 -2.294 -5.231
N 1.004 -2.828 -6.428
C 1.315 -1.739 -4.135
C 2.713 -1.615 -4.044
C 3.277 -1.060 -2.921
C 2.440 -0.627 -1.893
N 1.125 -0.734 -1.957
C 0.543 -1.278 -3.041
C -0.898 -1.374 -3.045
N -1.576 -0.909 -1.970
C -2.894 -0.989 -1.973
C -3.631 -1.542 -3.023
C -2.963 -2.024 -4.122
C -1.564 -1.938 -4.146
H -1.105 -6.415 -13.743
H -2.046 -5.132 -12.956
H -1.914 -6.746 -12.199
H -2.366 -5.070 -10.652
H -2.254 -4.019 -8.431
H 2.016 -3.811 -8.740
H 1.897 -4.860 -10.955
H 1.948 -2.912 -6.765
H 3.337 -1.957 -4.859
H 4.348 -0.953 -2.826
H 2.850 -0.181 -0.994
H -3.413 -0.592 -1.111
H -4.708 -1.582 -2.957
H -3.470 -2.467 -4.969
C -6.953 0.436 0.627
Si -5.565 1.359 1.507
C -5.182 2.947 0.582
C -6.025 1.744 3.289
C -4.159 0.049 1.624
C -4.461 -1.168 2.235
C -3.534 -2.201 2.318
C -2.288 -2.002 1.765
N -1.960 -0.849 1.182
C -2.856 0.157 1.116
S -2.194 1.567 0.316
H -7.852 1.056 0.600
H -7.211 -0.493 1.139
H -6.691 0.192 -0.404
H -6.099 3.540 0.544
H -4.857 2.778 -0.444
H -4.421 3.550 1.080
H -6.892 2.408 3.311
H -5.212 2.243 3.820
H -6.287 0.841 3.843
H -5.451 -1.318 2.653
H -3.777 -3.142 2.790
H -1.526 -2.774 1.779
```

2S+1: 6
Kohn-Sham gap (spin up / spin down) in eV: 6.41 / 4.89
Charge: +2
Lowest unoccupied orbital energy (spin up / spin down) in eV: -5.0678 / -6.5871

---

# C44H41N6NiP2SSe2

A molecular structure, C44H41N6NiP2SSe2 (ωB97M-V/def2-TZVPD, OMol25).

```
97
C44H41N6NiP2SSe2 | OMol25 | ωB97M-V/def2-TZVPD
Ni -1.419 -1.343 -1.538
Se 4.070 -4.054 1.204
P 4.145 -2.189 0.216
C 4.524 -0.783 1.293
C 4.557 -0.950 2.670
C 4.926 0.116 3.488
C 5.292 1.332 2.927
C 5.268 1.498 1.545
C 4.875 0.448 0.729
C 5.477 -2.183 -1.020
C 5.368 -2.945 -2.186
C 6.456 -3.065 -3.037
C 7.663 -2.448 -2.729
C 7.785 -1.718 -1.558
C 6.698 -1.589 -0.702
C 2.573 -1.771 -0.620
C 1.234 -1.671 -0.207
N 0.522 -1.504 -1.357
N 1.335 -1.499 -2.403
N 2.567 -1.652 -1.975
P 0.303 -1.528 1.317
Se -1.809 -1.707 0.895
C 0.780 -2.785 2.501
C 1.343 -2.473 3.735
C 1.658 -3.497 4.615
C 1.403 -4.816 4.269
C 0.828 -5.124 3.042
C 0.518 -4.111 2.154
C 0.589 0.109 2.021
C -0.158 0.465 3.152
C -0.009 1.723 3.713
C 0.863 2.638 3.134
C 1.588 2.293 2.002
C 1.456 1.025 1.442
H 4.313 -1.921 3.086
H 4.951 -0.016 4.566
H 5.618 2.148 3.564
H 5.567 2.446 1.105
H 4.857 0.572 -0.350
H 4.445 -3.446 -2.422
H 6.364 -3.653 -3.944
H 8.514 -2.554 -3.393
H 8.730 -1.251 -1.303
H 6.813 -1.037 0.220
H 1.542 -1.445 4.005
H 2.105 -3.265 5.575
H 1.655 -5.614 4.958
H 0.638 -6.157 2.768
H 0.072 -4.342 1.192
H -0.857 -0.246 3.580
H -0.575 1.994 4.599
H 0.971 3.629 3.562
H 2.270 3.006 1.557
H 2.015 0.758 0.558
N -1.380 0.648 -1.725
S -2.243 1.762 -2.458
C -2.973 2.801 -1.180
C -3.079 4.179 -1.295
C -3.649 4.899 -0.250
C -4.098 4.244 0.887
C -3.996 2.859 0.987
C -3.437 2.130 -0.051
C -1.157 2.936 -3.232
C -1.295 3.128 -4.599
C -0.387 3.945 -5.260
C 0.642 4.546 -4.549
C 0.767 4.343 -3.175
C -0.135 3.535 -2.507
H -0.709 1.044 -1.078
H -2.719 4.692 -2.181
H -3.738 5.976 -0.331
H -4.526 4.815 1.705
H -4.342 2.352 1.881
H -3.320 1.054 0.021
H -2.099 2.638 -5.141
H -0.477 4.106 -6.327
H 1.358 5.177 -5.065
H 1.573 4.819 -2.628
H -0.043 3.381 -1.434
N -3.228 -1.767 -2.137
C -4.368 -1.717 -1.928
N -5.647 -1.661 -1.693
C -6.272 -2.488 -0.630
C -6.877 -1.587 0.440
C -7.806 -0.540 -0.183
C -7.061 0.296 -1.227
C -6.492 -0.607 -2.313
H -5.514 -3.146 -0.217
H -7.044 -3.102 -1.093
H -6.069 -1.090 0.986
H -7.420 -2.211 1.150
H -8.218 0.105 0.594
H -8.650 -1.048 -0.663
H -6.238 0.837 -0.750
H -7.722 1.033 -1.684
H -5.891 -0.057 -3.031
H -7.299 -1.104 -2.852
```

2S+1: 3
Kohn-Sham gap (spin up / spin down) in eV: 7.43 / 6.51
Charge: +1
Lowest unoccupied orbital energy (spin up / spin down) in eV: -1.9559 / -2.8789

---

# C44H42As2NOSSiY

A molecular structure, C44H42As2NOSSiY (ωB97M-V/def2-TZVPD, OMol25).

```
93
C44H42As2NOSSiY | OMol25 | ωB97M-V/def2-TZVPD
Y -0.257 0.066 0.466
C -5.196 -1.831 1.953
Si -5.130 -2.533 0.220
C -5.989 -1.433 -1.009
C -5.868 -4.241 0.183
C -3.293 -2.741 -0.280
C -2.820 -3.953 -0.766
C -1.481 -4.144 -1.116
C -0.620 -3.096 -0.958
N -1.034 -1.900 -0.493
C -2.339 -1.712 -0.171
S -2.798 -0.101 0.429
H -6.023 -2.283 2.504
H -5.351 -0.751 1.935
H -4.275 -2.029 2.508
H -7.040 -1.343 -0.723
H -5.955 -1.843 -2.019
H -5.562 -0.429 -1.030
H -6.913 -4.174 0.493
H -5.371 -4.929 0.872
H -5.858 -4.682 -0.816
H -3.508 -4.783 -0.878
H -1.129 -5.089 -1.502
H 0.431 -3.180 -1.206
O 0.342 1.768 -0.718
As 1.903 2.400 -0.963
C 1.763 4.286 -0.953
C 2.871 5.072 -1.257
C 2.740 6.452 -1.235
C 1.514 7.026 -0.918
C 0.414 6.231 -0.622
C 0.531 4.849 -0.634
C 2.846 1.725 0.556
C 3.175 2.543 1.629
C 3.725 1.978 2.775
C 3.929 0.606 2.849
C 3.596 -0.213 1.777
C 3.056 0.342 0.625
C 2.634 1.621 -2.530
C 1.784 1.338 -3.594
C 2.319 0.808 -4.758
C 3.686 0.577 -4.853
C 4.529 0.868 -3.787
C 4.006 1.394 -2.615
H 3.822 4.624 -1.519
H 3.589 7.077 -1.472
H 1.415 8.103 -0.910
H -0.539 6.688 -0.391
H -0.321 4.217 -0.417
H 3.008 3.612 1.572
H 3.997 2.609 3.610
H 4.357 0.177 3.745
H 3.783 -1.279 1.827
H 2.890 -0.285 -0.251
H 0.720 1.529 -3.519
H 1.670 0.584 -5.594
H 4.099 0.170 -5.766
H 5.592 0.687 -3.868
H 4.663 1.611 -1.781
C 2.907 1.482 6.786
C 2.141 2.496 6.228
C 1.205 2.203 5.244
C 1.044 0.888 4.827
C 1.803 -0.133 5.387
C 2.735 0.167 6.370
As -0.172 0.446 3.406
C -1.112 -1.138 3.968
C -1.918 -1.204 5.101
C -2.576 -2.385 5.412
C -2.430 -3.505 4.603
C -1.610 -3.455 3.485
C -0.953 -2.272 3.176
C -1.427 1.904 3.288
C -2.749 1.856 3.714
C -3.585 2.941 3.482
C -3.111 4.068 2.825
C -1.795 4.115 2.386
C -0.959 3.030 2.605
H 3.629 1.714 7.558
H 2.259 3.516 6.570
H 0.596 2.994 4.826
H 1.661 -1.161 5.074
H 3.316 -0.626 6.820
H -2.020 -0.346 5.754
H -3.200 -2.434 6.294
H -2.949 -4.421 4.853
H -1.471 -4.330 2.863
H -0.265 -2.272 2.333
H -3.140 0.980 4.213
H -4.613 2.903 3.818
H -3.769 4.909 2.654
H -1.420 4.993 1.875
H 0.071 3.073 2.260
```

Kohn-Sham gap in eV: 7.99
Charge: +2
Energy relative to the best compared isomer or geometry (same formula, charge and spin) in kcal per mole: 0.0
Lowest unoccupied orbital energy in eV: -5.2850

---

Total energy / eV: -84528.475 -256378.355 -191271.279
Molar mass / g mol⁻¹: 887.1 964.5 899.7